1.
C38H39BiF6N11O3Se | wB97M-V/def2-TZVPD

Geometry as XYZ:
```
99
C38H39BiF6N11O3Se, DFT wB97M-V/def2-TZVPD
Bi 0.0945 0.1005 -0.9404
O -4.0349 1.9849 0.8250
C -3.5795 3.2406 0.7160
C -4.2810 4.2281 1.4128
C -3.8674 5.5398 1.3622
C -2.7513 5.9142 0.6078
C -2.0723 4.9547 -0.1042
C -2.4694 3.6087 -0.0639
C -1.7255 2.6127 -0.8322
O -1.8896 1.3576 -0.5865
N -0.9325 3.0509 -1.8093
N -0.3157 1.9978 -2.3697
C -0.0545 2.0136 -3.6199
C 0.3518 0.7661 -4.2673
C 0.4105 0.6561 -5.6478
C 0.6599 -0.5846 -6.2107
C 0.8955 -1.6682 -5.3797
C 0.8485 -1.4649 -4.0121
N 0.5636 -0.2844 -3.4649
H -3.3731 1.3705 0.4569
H -5.1357 3.9184 1.9991
H -4.4209 6.2916 1.9108
H -2.4337 6.9472 0.5799
H -1.2111 5.2140 -0.7047
H -0.2779 2.8987 -4.2075
H 0.2396 1.5298 -6.2624
H 0.6638 -0.7056 -7.2857
H 1.1137 -2.6480 -5.7795
H 1.0493 -2.2672 -3.3159
C -3.1490 -1.2232 -0.5230
N -2.0337 -1.7057 -1.3721
C -2.4383 -1.6076 -2.7782
C -1.7704 -3.0989 -0.9982
C -0.3933 -3.5892 -1.3849
N 0.6818 -2.8879 -0.6746
C 1.9849 -3.3852 -1.1063
C 0.5501 -3.0868 0.7748
H -3.9292 -1.9898 -0.4509
H -3.5849 -0.3311 -0.9699
H -2.7801 -0.9845 0.4746
H -3.4062 -2.0967 -2.9444
H -1.7031 -2.0832 -3.4284
H -2.5312 -0.5582 -3.0654
H -2.5170 -3.7566 -1.4645
H -1.9123 -3.1856 0.0777
H -0.2414 -3.4716 -2.4611
H -0.3602 -4.6713 -1.1785
H 2.1823 -4.4001 -0.7331
H 2.7731 -2.7267 -0.7359
H 2.0481 -3.4173 -2.1944
H 0.3297 -4.1389 1.0073
H -0.2360 -2.4577 1.1975
H 1.4907 -2.8299 1.2571
Se 7.4067 -1.8754 2.1007
N 5.7705 -1.7962 2.7850
C 4.9979 -1.2900 1.8594
C 3.5542 -1.0808 2.0120
C 2.8646 -1.3342 3.2003
C 1.4971 -1.1454 3.2310
C 0.8382 -0.7616 2.0583
N 1.4917 -0.4998 0.9363
C 2.8294 -0.6107 0.9264
C 3.4981 -0.1946 -0.3000
N 2.7198 0.3690 -1.2101
C 3.2737 0.8108 -2.3334
C 4.6277 0.6596 -2.6259
C 5.4353 0.0475 -1.6825
C 4.8600 -0.3624 -0.4790
C 5.6415 -0.9551 0.6105
N 6.9247 -1.1924 0.5349
H 3.4230 -1.6748 4.0624
H 0.9285 -1.3041 4.1371
H -0.2469 -0.6812 2.0053
H 2.6300 1.3350 -3.0242
H 5.0204 1.0228 -3.5652
H 6.4938 -0.1138 -1.8394
C -1.5318 -1.6834 4.3452
C -2.2215 -0.6701 3.4111
O -1.5685 -0.4479 2.2440
C -3.6443 -1.2170 3.1164
F -3.5368 -2.4198 2.5108
F -4.3978 -1.4025 4.2108
F -4.3414 -0.4340 2.2883
C -2.3473 0.6610 4.2044
F -2.9097 0.5444 5.4119
F -1.1004 1.1695 4.4202
F -3.0124 1.6101 3.5428
H -1.2884 -2.5676 3.7571
H -2.1613 -1.9729 5.1862
H -0.6119 -1.2472 4.7352
N 0.3512 3.0637 2.3715
C 1.4191 3.6305 1.7090
C 1.5605 2.9153 0.5662
N 0.5863 1.9344 0.5365
C -0.1284 2.0527 1.6400
H -0.0196 3.3350 3.2678
H 1.9660 4.4711 2.0957
H 2.2739 3.0370 -0.2305
H -0.9346 1.3756 1.9286
```

Energy relative to the best compared isomer or geometry (same formula, charge and spin)   2.3262 eV
HOMO   -10.2 eV
Total charge   +1

***

2.
C38H40I2N2O3STeTi | wB97M-V/def2-TZVPD

Geometry as XYZ:
```
88
C38H40I2N2O3STeTi, DFT wB97M-V/def2-TZVPD
Ti 2.4533 -0.9034 -0.4800
S 1.4950 3.2850 1.0229
C 1.3839 2.2965 2.4090
C 1.7402 1.0028 2.1457
C 2.1014 0.7712 0.7824
C 2.0156 1.9381 0.0684
C 2.2391 1.9944 -1.3756
C 2.2562 3.1643 -2.1283
C 2.4657 3.0855 -3.4917
C 2.6632 1.8433 -4.0806
C 2.6372 0.7265 -3.2689
N 2.4191 0.7892 -1.9545
H 1.0832 2.7285 3.3514
H 1.7520 0.2412 2.9155
H 2.1158 4.1188 -1.6386
H 2.4844 3.9856 -4.0921
H 2.8388 1.7425 -5.1416
H 2.7915 -0.2643 -3.6784
C 3.7665 -3.0545 3.0349
C 3.8618 -2.1376 1.8479
O 2.8882 -2.1480 1.0595
C 5.0204 -1.3080 1.6452
C 5.9938 -1.1858 2.6639
C 7.1070 -0.4114 2.4975
C 7.2991 0.2575 1.2761
C 6.3887 0.1440 0.2575
C 5.2240 -0.6322 0.4136
O 4.3870 -0.7232 -0.5931
H 2.8815 -3.6764 2.9345
H 3.6846 -2.4686 3.9525
H 4.6529 -3.6819 3.1218
H 5.8445 -1.7040 3.6017
H 7.8319 -0.3158 3.2933
H 8.1802 0.8700 1.1335
H 6.5290 0.6464 -0.6901
I -0.0508 -2.5405 -3.9427
C 1.6625 -3.7843 -3.8812
I 3.2321 -3.2202 -2.5483
H 2.1060 -3.7820 -4.8676
H 1.3469 -4.7751 -3.5837
C -0.0772 -3.5299 0.1570
C -0.1449 -2.0417 -0.0196
O -1.0642 -1.4556 0.8153
N 0.4947 -1.3226 -0.8338
Te -1.0913 0.4308 0.2057
C -2.4515 1.0196 1.7293
C -2.5104 0.4408 2.9991
C -1.6080 -0.6751 3.4572
C -3.4488 0.9391 3.8982
C -4.2913 1.9962 3.5818
C -5.2960 2.5171 4.5712
C -4.1519 2.5953 2.3362
C -3.2363 2.1323 1.4027
C -3.1119 2.8521 0.0807
C -2.4889 0.0077 -1.3205
C -3.6810 -0.6963 -1.1111
C -4.1714 -1.1971 0.2230
C -4.4843 -0.9404 -2.2241
C -4.1482 -0.5095 -3.4977
C -5.0343 -0.7929 -4.6770
C -2.9615 0.1990 -3.6627
C -2.1233 0.4694 -2.5934
C -0.8633 1.2579 -2.8222
H -0.8364 -3.8870 0.8472
H 0.9126 -3.7949 0.5309
H -0.2088 -4.0006 -0.8168
H -0.5876 -0.5395 3.0919
H -1.9512 -1.6493 3.1103
H -1.5719 -0.6928 4.5452
H -3.5128 0.4900 4.8828
H -5.3846 1.8554 5.4309
H -6.2791 2.6165 4.1106
H -5.0035 3.5042 4.9331
H -4.7658 3.4545 2.0881
H -3.5625 3.8406 0.1456
H -3.6061 2.3143 -0.7300
H -2.0609 3.0013 -0.1970
H -3.3669 -1.5688 0.8500
H -4.8863 -2.0049 0.0724
H -4.6817 -0.4007 0.7684
H -5.4049 -1.4943 -2.0794
H -5.9365 -1.3227 -4.3778
H -4.5099 -1.4015 -5.4152
H -5.3287 0.1344 -5.1700
H -2.6844 0.5543 -4.6495
H -0.7038 1.4306 -3.8852
H 0.0022 0.7144 -2.4398
H -0.9086 2.2360 -2.3336
```

Energy relative to the best compared isomer or geometry (same formula, charge and spin)   0.1139 eV
HOMO (spin up / spin down)   -10.0 / -10.6 eV
Total charge   +1
Spin multiplicity   2

***

3.
C38H40I2N2O3STeTi | wB97M-V/def2-TZVPD

Geometry as XYZ:
```
88
C38H40I2N2O3STeTi, DFT wB97M-V/def2-TZVPD
Ti 0.9833 -1.8882 1.0319
S 0.9500 -4.6800 -2.5720
C 0.1129 -5.5670 -1.3780
C 0.0503 -4.9010 -0.1887
C 0.6871 -3.6235 -0.2055
C 1.2113 -3.3919 -1.4572
C 1.9321 -2.1713 -1.7920
C 2.4169 -1.8533 -3.0612
C 3.1277 -0.6864 -3.2401
C 3.3627 0.1530 -2.1528
C 2.8269 -0.2016 -0.9364
N 2.1062 -1.3183 -0.7585
H -0.2828 -6.5431 -1.6138
H -0.4377 -5.3243 0.6799
H 2.2381 -2.5290 -3.8866
H 3.5101 -0.4296 -4.2194
H 3.9434 1.0586 -2.2497
H 2.9590 0.4206 -0.0591
C 0.5268 1.1131 4.2492
C 1.2504 0.0791 3.4385
O 0.8159 -0.1563 2.2957
C 2.4099 -0.6080 3.9745
C 2.9661 -0.2067 5.2080
C 4.0974 -0.7982 5.7060
C 4.7151 -1.8190 4.9681
C 4.1988 -2.2415 3.7670
C 3.0278 -1.6577 3.2535
O 2.5181 -2.1415 2.1414
H -0.3734 1.4122 3.7179
H 1.1603 1.9844 4.4261
H 0.2517 0.7035 5.2218
H 2.4953 0.5905 5.7671
H 4.5122 -0.4794 6.6516
H 5.6128 -2.2867 5.3528
H 4.6591 -3.0364 3.1958
I -0.5020 -3.2425 3.4993
C 1.1508 -4.2278 4.4075
I 2.0500 -5.7236 3.2294
H 0.7572 -4.6843 5.3065
H 1.8873 -3.4676 4.6343
C -2.5975 -2.4660 0.8616
C -2.0061 -1.0736 0.9089
O -2.5604 -0.1776 1.5169
N -0.8494 -0.9359 0.1549
Te -0.3521 0.8733 -0.4593
C -1.7804 2.3222 0.0954
C -1.2784 3.3386 0.9127
C 0.1565 3.4088 1.3771
C -2.1430 4.3623 1.2888
C -3.4633 4.3956 0.8692
C -4.3912 5.4911 1.3119
C -3.9198 3.3739 0.0439
C -3.1066 2.3242 -0.3573
C -3.6919 1.2562 -1.2341
C -0.5994 0.7984 -2.5594
C -1.0737 -0.2942 -3.2976
C -1.6739 -1.5474 -2.7177
C -1.0146 -0.1994 -4.6875
C -0.5113 0.9115 -5.3465
C -0.4621 0.9719 -6.8473
C -0.0456 1.9719 -4.5798
C -0.0670 1.9336 -3.1932
C 0.4762 3.1180 -2.4331
H -1.8666 -3.2358 0.6261
H -3.1291 -2.6825 1.7867
H -3.3335 -2.4631 0.0528
H 0.5086 2.4708 1.8079
H 0.2638 4.1844 2.1333
H 0.8254 3.6642 0.5505
H -1.7684 5.1549 1.9270
H -3.8395 6.3530 1.6840
H -5.0414 5.1375 2.1146
H -5.0318 5.8177 0.4929
H -4.9501 3.3883 -0.2939
H -4.7622 1.4134 -1.3529
H -3.5530 0.2725 -0.7878
H -3.2394 1.2574 -2.2259
H -2.5458 -1.3214 -2.1056
H -0.9753 -2.0920 -2.0864
H -1.9931 -2.2029 -3.5263
H -1.3889 -1.0323 -5.2721
H -0.9623 0.1153 -7.2955
H 0.5708 0.9833 -7.1997
H -0.9412 1.8795 -7.2161
H 0.3496 2.8541 -5.0718
H 0.8474 3.8705 -3.1258
H 1.3142 2.8365 -1.7864
H -0.2882 3.5900 -1.8109
```

Energy relative to the best compared isomer or geometry (same formula, charge and spin)   0.0000 eV
HOMO (spin up / spin down)   -10.5 / -10.6 eV
Total charge   +1
Spin multiplicity   2

***

4.
C38H41BF4NP2PdS3 | wB97M-V/def2-TZVPD

Geometry as XYZ:
```
91
C38H41BF4NP2PdS3, DFT wB97M-V/def2-TZVPD
Pd 1.0565 -0.6364 1.3616
C 2.9080 -2.2059 4.0096
C 2.0350 -1.2478 4.7938
S 0.6040 -0.6529 3.8241
C 0.7064 1.1284 4.1345
C 1.8824 1.8666 3.5040
S 2.2221 1.4918 1.7409
C 3.9787 1.0285 1.7973
C 4.3045 -0.1237 2.7304
S 3.3155 -1.6026 2.3510
H 2.4201 -3.1664 3.8303
H 3.8457 -2.3907 4.5330
H 2.5861 -0.3701 5.1285
H 1.6194 -1.7360 5.6768
H 0.7322 1.2718 5.2173
H -0.2371 1.5366 3.7898
H 2.8063 1.6769 4.0447
H 1.6906 2.9383 3.5662
H 4.5481 1.9205 2.0654
H 4.2293 0.7847 0.7628
H 4.1820 0.1570 3.7748
H 5.3528 -0.3951 2.6007
C -1.1173 -0.4276 -2.1066
N -1.2048 1.0201 -2.0491
C -0.7268 1.7090 -0.8526
P -1.0034 0.8631 0.8115
C -1.3673 2.3323 1.8065
C -2.4058 2.2746 2.7385
C -2.6718 3.3696 3.5456
C -1.9076 4.5241 3.4319
C -0.8749 4.5853 2.5049
C -0.5991 3.4927 1.6965
C -2.5794 0.0016 0.6844
C -2.6716 -1.3089 1.1458
C -3.8838 -1.9857 1.0549
C -4.9872 -1.3624 0.4929
C -4.8970 -0.0493 0.0334
C -3.7004 0.6365 0.1359
C -1.7122 1.7116 -3.0942
C -2.4594 1.0449 -4.1142
C -2.9731 1.7506 -5.1667
C -2.7645 3.1352 -5.2646
C -2.0304 3.8070 -4.2756
C -1.5178 3.1233 -3.2079
P 0.3857 -1.1995 -1.3437
C 1.8296 -0.4719 -2.1273
C 1.7580 0.1646 -3.3714
C 2.9066 0.6829 -3.9430
C 4.1281 0.5755 -3.2849
C 4.2053 -0.0621 -2.0547
C 3.0616 -0.5827 -1.4681
C 0.1052 -2.8711 -1.8590
C -1.1414 -3.4886 -1.6130
C -1.3718 -4.7564 -2.0839
C -0.3605 -5.4394 -2.7699
C 0.8871 -4.8497 -2.9865
C 1.1358 -3.5829 -2.5189
H -1.0912 -0.7509 -3.1491
H -1.9988 -0.8768 -1.6409
H -1.2567 2.6567 -0.7771
H 0.3440 1.9209 -0.9594
H -3.0124 1.3814 2.8317
H -3.4830 3.3241 4.2578
H -2.1218 5.3776 4.0590
H -0.2888 5.4878 2.4066
H 0.2161 3.5627 0.9848
H -1.8099 -1.8125 1.5728
H -3.9614 -2.9968 1.4302
H -5.9278 -1.8907 0.4225
H -5.7665 0.4382 -0.3845
H -3.6480 1.6709 -0.1842
H -2.6796 -0.0088 -4.0343
H -3.5580 1.2425 -5.9205
H -3.1720 3.6845 -6.1012
H -1.8579 4.8698 -4.3668
H -0.9198 3.6542 -2.4849
H 0.8295 0.2340 -3.9199
H 2.8569 1.1551 -4.9138
H 5.0215 0.9743 -3.7440
H 5.1616 -0.1766 -1.5638
H 3.1303 -1.1367 -0.5353
H -1.9089 -2.9869 -1.0400
H -2.3231 -5.2359 -1.9059
H -0.5442 -6.4444 -3.1236
H 1.6612 -5.3931 -3.5100
H 2.1045 -3.1306 -2.6691
F 0.2107 -2.7537 1.5074
B 1.1716 -3.7655 1.0314
F 1.8807 -4.1889 2.1161
F 1.9974 -3.0044 0.1726
F 0.4815 -4.7214 0.3712
```

HOMO (spin up / spin down)   -15.5 / -16.3 eV
Total charge   +3
Spin multiplicity   5

***

5.
C38H41Br2F4N2PPdSi2Te | wB97M-V/def2-TZVPD

Geometry as XYZ:
```
92
C38H41Br2F4N2PPdSi2Te, DFT wB97M-V/def2-TZVPD
Pd 0.9677 0.8476 -0.5010
Br -1.5665 5.2430 5.0624
C -1.0337 4.5254 3.4064
C -0.0370 3.5574 3.3672
C 0.3207 2.9942 2.1593
C -0.2841 3.4277 0.9834
C -1.2923 4.3906 1.0258
C -1.6649 4.9392 2.2369
N 0.1015 2.8326 -0.2362
C 0.1046 3.5247 -1.3179
C 0.3299 2.8777 -2.6043
C 0.1975 3.5849 -3.7915
C 0.2955 2.8934 -4.9934
C 0.5129 1.5271 -4.9534
C 0.6511 0.9006 -3.7204
N 0.5715 1.5538 -2.5708
H 0.4442 3.2384 4.2785
H 1.0866 2.2345 2.1291
H -1.8193 4.6867 0.1306
H -2.4537 5.6745 2.2785
H -0.0989 4.5921 -1.3171
H 0.0090 4.6460 -3.7722
H 0.1932 3.4115 -5.9346
H 0.5814 0.9411 -5.8562
H 0.8407 -0.1639 -3.6624
F 6.6129 -1.7700 2.9456
C 5.5944 -1.6362 2.1337
C 5.0931 -2.7341 1.4440
F 5.6372 -3.9209 1.5931
C 4.0122 -2.5628 0.5801
F 3.5914 -3.6237 -0.0997
C 3.3905 -1.3312 0.4020
P 2.0372 -1.1663 -0.8057
C 1.0063 -2.6369 -0.6304
C 0.3387 -3.1486 -1.7364
C -0.5307 -4.2182 -1.5874
C -0.7431 -4.7698 -0.3374
C -0.0825 -4.2523 0.7743
C 0.7847 -3.1907 0.6317
C 2.9052 -1.2478 -2.3799
C 3.4692 -0.0656 -2.8688
C 4.2540 -0.0902 -4.0065
C 4.4772 -1.2919 -4.6648
C 3.9302 -2.4702 -4.1756
C 3.1518 -2.4565 -3.0309
C 3.9353 -0.2379 1.0811
Br 3.3195 1.5317 0.8111
C 5.0143 -0.3793 1.9363
F 5.5180 0.6663 2.5665
H 0.4959 -2.7296 -2.7228
H -1.0353 -4.6209 -2.4532
H -1.4112 -5.6100 -0.2239
H -0.2326 -4.6950 1.7479
H 1.3017 -2.8046 1.5021
H 3.3021 0.8760 -2.3531
H 4.6962 0.8234 -4.3766
H 5.0890 -1.3124 -5.5541
H 4.1202 -3.4063 -4.6789
H 2.7609 -3.3852 -2.6413
C -4.8533 -1.3058 -2.3101
Si -3.8805 -0.1987 -1.1446
C -3.3115 1.3937 -1.9867
C -4.8426 0.1905 0.4253
C -2.2923 -1.1617 -0.6745
Te -1.2068 -0.1464 0.8289
C -1.9371 -1.1419 2.5656
Si -1.7560 -0.0955 4.1512
C -2.7216 1.5001 3.9221
C 0.0896 0.2088 4.3599
C -2.4473 -1.1315 5.5551
H -5.7405 -0.7984 -2.6800
H -5.1856 -2.2128 -1.8103
H -4.2626 -1.5977 -3.1770
H -4.1587 2.0410 -2.2019
H -2.8056 1.1891 -2.9296
H -2.6283 1.9510 -1.3474
H -5.7151 0.7965 0.1849
H -4.2578 0.7579 1.1490
H -5.2096 -0.7103 0.9135
H -1.6302 -1.2466 -1.5378
H -2.4947 -2.1691 -0.3184
H -1.4229 -2.0962 2.6602
H -2.9717 -1.3429 2.2846
H -2.4767 2.0172 2.9939
H -2.5133 2.1911 4.7380
H -3.7934 1.3100 3.9278
H 0.5602 0.5958 3.4529
H 0.6085 -0.7089 4.6339
H 0.2758 0.9332 5.1510
H -3.5007 -1.3558 5.4045
H -2.3637 -0.5959 6.4980
H -1.9152 -2.0732 5.6691
```

Energy relative to the best compared isomer or geometry (same formula, charge and spin)   0.5898 eV
HOMO (spin up / spin down)   -13.1 / -13.1 eV
Total charge   +2

***

Which formula does entry 2 have? C38H40I2N2O3STeTi

***

Among the records above, which one has the highest total charge? C38H41BF4NP2PdS3